[1]
{"formula": "BrCo", "method": "the ωB97M-V functional and the def2-TZVPD basis", "lumo_energy_ev": [-7.00, -8.28], "homo_lumo_gap_ev": [10.09, 8.80], "total_charge": 1, "spin_multiplicity": 4, "total_energy_ha": -3956.37375, "elements": ["Br", "Co"], "positions_angstrom": [[0.533355, -0.698860, -0.400315], [-0.533355, 0.698860, 0.400315]], "forces_ev_per_angstrom": [[3.5, -4.6, -2.6], [-3.5, 4.6, 2.6]], "mulliken_spin": [0.54, 2.46]}

[2]
{"formula": "C59H63N3O6P2Ru", "method": "the ωB97M-V functional and the def2-TZVPD basis", "lumo_energy_ev": [2.09, 2.09], "homo_lumo_gap_ev": [6.10, 6.01], "total_charge": -1, "spin_multiplicity": 6, "total_energy_ha": -3679.52360, "elements": ["C", "C", "H", "H", "C", "H", "H", "H", "C", "C", "H", "C", "N", "C", "N", "C", "C", "C", "O", "H", "H", "C", "H", "O", "O", "H", "H", "C", "H", "C", "C", "H", "H", "H", "C", "O", "H", "H", "P", "H", "C", "C", "H", "H", "C", "C", "H", "C", "O", "H", "H", "C", "H", "C", "C", "H", "C", "H", "C", "O", "C", "C", "C", "C", "H", "C", "H", "C", "P", "C", "C", "H", "C", "C", "H", "C", "C", "H", "C", "C", "H", "C", "H", "H", "C", "C", "N", "H", "C", "H", "C", "H", "Ru", "C", "H", "H", "H", "C", "H", "C", "H", "H", "H", "C", "H", "C", "H", "C", "H", "H", "H", "H", "H", "C", "C", "H", "H", "H", "H", "H", "C", "H", "C", "H", "H", "H", "C", "H", "H", "C", "C", "C", "C", "H"], "positions_angstrom": [[-1.598325, -6.069376, -2.030659], [4.627833, -2.101621, 0.259621], [-5.600808, 0.873108, -3.583832], [1.696035, 1.358723, -2.444932], [-2.622852, -2.543836, 5.908404], [-4.179457, -1.377198, 2.736708], [-3.617838, 2.145908, 3.521201], [2.762240, 3.549703, 2.787510], [1.419947, -1.011943, -4.405437], [0.337240, -4.964515, -1.124034], [0.406714, -6.812611, -2.215858], [4.404492, -1.799154, 3.930680], [-2.718297, 0.037918, -1.899603], [-0.728034, -0.525534, -3.201293], [-1.758959, 3.932552, -0.056615], [3.436187, 2.713802, 2.615439], [-3.280001, 1.881096, 2.527473], [0.099102, 5.754948, -1.239225], [-3.071575, 0.014215, 1.069972], [0.405901, -0.170130, 5.585679], [1.377410, 7.477242, -1.362056], [0.970076, 6.650085, -3.304409], [2.219135, 0.272665, 2.338487], [-0.519028, -1.258854, -0.398219], [0.888860, 2.686250, 1.543967], [-2.723909, -1.890814, 7.946498], [-4.340768, -0.203111, -4.202475], [4.058086, -3.257040, 0.793395], [-5.610661, 1.790083, -1.448293], [-2.767509, -3.661461, -5.271824], [-0.424074, 4.685928, -3.327388], [5.462139, -1.904219, 4.153916], [3.860730, -3.625292, 4.933374], [5.829790, 2.817770, 1.554122], [5.495358, 2.646734, -0.554434], [0.689124, 1.251351, -0.190874], [-5.021579, -1.745316, -2.059723], [1.391064, 3.057171, -2.255231], [0.094197, -2.461975, 0.220675], [-0.906633, 3.871069, -3.855101], [-2.082833, -0.752783, -2.860249], [3.162323, 2.379114, -1.209517], [-3.339337, -4.303467, -4.597521], [4.687719, -4.032625, 1.212647], [-1.848346, -3.979009, -0.872615], [5.086056, 2.671308, 0.771992], [-3.477095, -3.204216, 5.994705], [-0.861426, -1.581080, 4.566693], [-1.329557, 2.493260, -1.821128], [2.723104, 2.523552, -3.300489], [-0.215821, 0.323584, -2.762015], [4.515847, 2.526460, -1.525997], [4.267457, -0.173226, -0.628527], [-0.512540, -2.637779, 1.913881], [0.856889, 6.704236, -1.918779], [-3.112672, 5.021971, 1.923854], [-2.023263, -2.583962, -4.515280], [-4.388501, 1.455726, -0.210308], [1.313006, 2.119954, 0.545325], [-0.289204, 0.068049, 2.399192], [3.828290, -1.091535, -0.250740], [3.957136, -0.704468, 3.205576], [2.769529, 2.351979, 0.142648], [1.875456, -2.400118, 0.262987], [1.544691, -0.006150, -4.814034], [-4.549473, 1.572173, -1.279912], [-5.155613, -0.022236, 3.347581], [-5.048748, -0.825071, -1.476432], [-0.032161, -1.269242, 2.988755], [2.156219, -2.636218, 4.081856], [-2.199237, -1.807223, 7.002000], [5.706040, -1.984909, 0.264784], [-3.443274, 0.554258, 2.165305], [-2.521926, 4.262663, 2.437849], [2.035587, -1.068952, -3.503041], [-0.681498, -2.354554, -4.767328], [-1.108897, -0.952658, 6.886580], [-0.248214, -3.598070, 2.365202], [2.442649, -1.236371, -0.250607], [-1.957492, -2.426915, 4.691224], [1.570379, 7.382598, -3.831629], [3.506431, -2.770046, 4.369826], [-2.824160, 4.202649, 3.483597], [-3.596805, -0.389740, 4.101266], [-2.699015, -1.804090, -3.577318], [-2.409479, -5.044790, -1.559555], [-2.248096, 2.757452, 0.542092], [1.410322, -4.924424, -0.993132], [3.746096, 2.561619, 1.139946], [-3.954978, 2.419762, -1.627667], [-0.228877, -6.027131, -1.822321], [2.236007, -4.291544, 1.245062], [-1.543930, 0.869910, -0.286655], [-4.175889, 0.305968, -2.055364], [-3.950631, 1.480885, -3.843524], [1.820480, -1.724009, -5.129952], [-2.078710, -4.293966, -5.837000], [0.322856, 5.639862, -4.008688], [-6.096205, -0.502002, -1.418561], [-4.537633, 0.618063, -3.515382], [1.452041, -3.386176, 4.430978], [4.367185, 2.871697, 3.164580], [-2.035390, -6.893646, -2.583136], [-0.549876, 4.742159, -1.942734], [-0.144650, -2.959065, -5.495643], [2.679467, -3.405947, 0.798578], [-4.699663, -1.044571, -0.461297], [-0.440626, -0.841969, 5.676216], [7.111792, 2.620616, -1.983870], [-1.594094, -2.556198, 1.773667], [-2.311227, -2.994114, 3.839010], [-3.730466, -2.051657, -3.385776], [-2.473299, -3.146568, -0.558704], [-0.472772, -3.948291, -0.629295], [-2.672971, 2.920877, 1.778693], [7.575351, 2.080801, -0.365475], [-3.474266, -5.055483, -1.753954], [-1.476507, 4.569630, 2.360113], [4.654179, 0.045569, 2.852871], [7.322882, 3.794447, -0.684395], [-1.273790, 3.638665, -1.224163], [2.927224, 1.847568, 3.034351], [-0.033311, -1.308740, -4.104702], [0.412327, 5.587200, -5.087248], [-3.477992, -3.226976, -5.979963], [1.795095, -0.430866, -0.593434], [2.599486, -0.566375, 2.921364], [4.804137, 2.548998, -2.575203], [0.017831, 5.759043, -0.156386], [-4.137013, -0.367695, 3.149545], [2.190687, 2.322065, -2.368139], [6.953923, 2.791711, -0.918250], [1.706186, -1.532875, 3.356352], [-0.782269, -0.370635, 7.738679]], "forces_ev_per_angstrom": [[-0.1, 0.0, 0.0], [0.0, -0.1, 0.0], [0.1, 0.0, 0.0], [0.0, -0.1, 0.0], [0.1, 0.0, -0.1], [0.0, 0.1, 0.0], [0.0, 0.0, 0.0], [0.0, 0.0, 0.0], [-0.1, 0.0, 0.1], [-0.1, -0.1, 0.0], [0.0, 0.1, 0.0], [0.0, 0.0, 0.0], [0.2, -0.5, -0.5], [-0.1, 0.2, 0.2], [0.0, -0.7, 0.2], [-0.1, 0.0, -0.1], [0.0, -0.2, 0.1], [0.0, 0.1, 0.0], [0.2, 0.0, 0.2], [0.0, 0.0, 0.0], [0.0, -0.1, 0.0], [-0.1, -0.1, 0.1], [0.0, -0.2, 0.1], [0.1, -0.2, 0.2], [-0.2, 0.2, -0.1], [0.0, 0.0, 0.0], [0.0, 0.1, 0.0], [-0.1, 0.1, -0.1], [0.1, 0.0, 0.0], [0.0, 0.0, 0.1], [0.0, 0.1, -0.1], [-0.1, 0.0, 0.0], [0.0, 0.0, 0.0], [-0.1, 0.0, -0.1], [0.1, 0.0, 0.0], [0.0, 0.7, 0.4], [0.0, 0.0, 0.0], [0.1, -0.1, 0.0], [-0.3, 0.4, -0.3], [0.0, 0.0, 0.0], [-0.2, 0.2, 0.0], [0.0, 0.0, 0.0], [0.0, 0.0, 0.0], [0.0, 0.0, 0.0], [-0.1, -0.1, 0.0], [0.0, 0.0, 0.0], [0.0, 0.0, 0.0], [-0.1, 0.0, 0.1], [0.2, 0.6, 0.4], [0.0, 0.0, 0.0], [-0.1, 0.0, 0.1], [-0.1, 0.0, -0.1], [0.0, -0.1, 0.0], [-0.1, -0.2, 0.1], [-0.1, -0.1, 0.0], [0.0, 0.0, 0.0], [-0.2, 0.0, 0.1], [-0.1, 0.0, 0.0], [-0.1, -0.6, -0.2], [0.0, -0.5, 0.3], [-0.1, 0.0, 0.0], [-0.2, 0.0, 0.0], [0.1, 0.1, -0.1], [0.2, 0.0, -0.2], [0.0, 0.0, 0.0], [0.0, 0.1, 0.0], [0.1, 0.0, 0.0], [0.0, 0.0, 0.2], [0.0, 0.7, -0.3], [0.1, 0.0, 0.0], [0.0, 0.0, 0.0], [0.0, 0.0, 0.0], [0.0, 0.2, 0.0], [0.0, 0.0, 0.0], [0.0, 0.0, 0.0], [0.1, 0.1, 0.0], [0.1, 0.0, -0.1], [-0.1, 0.0, -0.1], [0.2, 0.0, -0.1], [0.0, -0.1, 0.2], [0.0, 0.0, 0.0], [-0.1, 0.1, 0.0], [0.0, 0.0, 0.0], [-0.1, 0.0, -0.1], [0.2, -0.2, 0.1], [0.1, 0.1, 0.0], [0.0, 0.6, 1.0], [0.0, 0.0, 0.0], [0.0, -0.1, 0.1], [0.0, 0.0, 0.0], [0.1, 0.1, 0.1], [0.0, 0.0, -0.1], [0.1, -0.1, -1.0], [0.2, -0.1, 0.0], [0.0, -0.1, 0.0], [0.0, 0.0, 0.0], [0.0, 0.0, 0.0], [0.0, 0.0, 0.1], [0.1, 0.0, 0.0], [0.0, 0.0, -0.1], [0.0, 0.0, 0.0], [0.0, 0.0, 0.0], [0.0, 0.0, 0.0], [0.0, -0.1, 0.0], [0.0, 0.0, 0.1], [0.1, 0.0, 0.1], [-0.1, 0.0, -0.1], [-0.1, 0.0, 0.0], [0.0, 0.0, 0.0], [-0.1, -0.1, 0.1], [0.0, 0.0, 0.0], [-0.1, 0.0, 0.0], [0.1, 0.0, 0.0], [-0.1, 0.0, -0.1], [0.1, 0.0, -0.5], [-0.1, 0.0, 0.0], [0.0, 0.0, 0.0], [-0.1, 0.0, 0.0], [0.0, 0.0, 0.0], [0.0, 0.0, 0.0], [0.1, 0.0, -0.7], [0.0, 0.2, 0.0], [0.1, -0.1, -0.1], [0.0, 0.0, 0.0], [0.0, 0.0, 0.0], [0.1, -0.1, 0.0], [0.2, 0.0, -0.2], [0.0, 0.0, 0.1], [0.0, 0.0, -0.1], [0.0, 0.0, 0.1], [0.0, 0.1, 0.2], [0.0, 0.0, 0.0], [0.1, -0.1, 0.3], [0.0, 0.0, 0.0]], "mulliken_spin": [0.00, 0.00, 0.00, -0.01, 0.00, 0.00, 0.00, 0.00, 0.01, 0.00, 0.00, 0.00, 0.32, 0.03, 0.06, 0.00, 0.01, 0.00, 0.15, 0.00, 0.00, 0.00, 0.00, -0.06, 0.01, 0.00, 0.00, 0.00, 0.00, 0.00, 0.00, 0.00, 0.00, 0.00, 0.00, 0.11, 0.00, -0.01, 0.02, 0.01, -0.04, 0.00, 0.00, 0.00, 0.00, 0.00, 0.00, 0.00, 0.17, 0.00, -0.01, 0.00, 0.00, 0.00, 0.00, 0.00, -0.02, -0.01, -0.01, 0.02, 0.00, 0.00, 0.00, 0.00, 0.00, 0.06, 0.00, 0.01, 0.00, 0.00, 0.00, 0.00, -0.01, 0.01, 0.00, 0.04, 0.00, 0.00, 0.00, 0.00, 0.00, 0.00, 0.00, 0.00, 0.03, 0.00, 0.11, 0.00, 0.00, 0.00, 0.00, 0.00, 3.96, -0.05, 0.00, 0.00, 0.00, 0.00, 0.00, 0.01, 0.00, 0.00, 0.00, 0.01, 0.00, 0.00, 0.00, 0.00, 0.00, 0.00, 0.00, 0.00, 0.00, 0.01, 0.04, 0.00, 0.00, 0.00, 0.00, 0.00, -0.02, 0.00, 0.02, 0.00, 0.00, 0.00, 0.00, 0.00, 0.00, 0.02, 0.00, 0.00, 0.00, 0.00]}

[3]
{"formula": "C5H8O", "method": "the ωB97M-V functional and the def2-TZVPD basis", "lumo_energy_ev": 1.11, "homo_lumo_gap_ev": 10.79, "total_energy_ha": -270.48415, "elements": ["H", "C", "H", "C", "O", "H", "H", "H", "C", "H", "H", "C", "C", "H"], "positions_angstrom": [[-0.484993, -1.804619, -1.034372], [-0.327032, -1.021772, -0.298050], [0.792782, 1.461854, 1.053914], [-1.446928, -0.496984, 0.541776], [1.489338, 1.348044, -0.889235], [-1.371645, -0.404327, 1.623599], [-1.217038, 1.072081, -1.099695], [-2.429640, -0.825254, 0.195849], [0.687598, 0.822816, 0.162520], [1.152874, -1.001410, 1.369358], [1.882134, -0.956268, -0.271737], [-0.703544, 0.466514, -0.349839], [1.018758, -0.673889, 0.333657], [0.957332, 2.013218, -1.337750]], "forces_ev_per_angstrom": [[0.0, 0.2, 0.1], [0.0, -0.1, -0.1], [-0.2, -0.1, -0.2], [0.0, 0.1, 0.0], [-0.1, 0.0, 0.0], [0.1, -0.2, -0.1], [0.1, -0.4, 0.1], [0.2, 0.4, 0.1], [0.2, 0.1, 0.2], [0.0, -0.1, -0.1], [-0.1, 0.1, 0.1], [-0.4, -0.1, -0.2], [0.1, 0.0, 0.1], [0.1, 0.1, 0.0]], "lowdin_charge": [0.13, -0.20, 0.14, -0.09, -0.03, 0.11, 0.13, 0.11, -0.35, 0.11, 0.12, -0.17, -0.09, 0.09]}